1.
Computed, not measured: a molecular structure, C25H32BO4Tc, with wB97M-V/def2-TZVPD.

Geometry (Å):
O1 3.0377 2.8209 -1.7374
C1 3.2048 1.7576 -2.7507
C2 4.6817 1.6570 -2.3732
H1 3.0385 2.1295 -3.7639
H2 2.5614 0.8932 -2.4865
C3 4.2107 2.3316 -1.0219
H3 5.2286 2.4250 -2.9538
H4 5.1087 0.6571 -2.4609
C4 4.9255 3.5625 -0.5310
H5 5.0453 4.2652 -1.3644
H6 5.9127 3.3359 -0.1196
H7 4.3322 4.0690 0.2488
C5 4.0431 1.2557 0.0434
H8 3.3094 0.4706 -0.2074
H9 3.7818 1.6792 1.0203
H10 4.9976 0.7264 0.2287
Tc1 -0.3106 -0.0217 -0.0702
C6 0.1978 -2.0638 0.3077
C7 -0.8999 -2.0255 -0.6083
C8 -0.4472 -1.3598 -1.8079
H11 -1.8603 -2.5078 -0.4613
C9 0.9350 -1.0155 -1.6281
C10 1.3314 -1.4227 -0.3091
H12 2.3256 -1.3063 0.1085
H13 0.1798 -2.5345 1.2852
H14 -1.0430 -1.1305 -2.6793
H15 1.5783 -0.5645 -2.3652
C11 -1.1115 0.1723 1.9360
C12 0.3276 0.0207 1.9416
C13 0.8918 1.2359 1.4075
H16 0.8933 -0.7946 2.3722
C14 -0.1590 2.2105 1.3221
C15 -1.3890 1.5559 1.5798
H17 -2.3722 2.0235 1.5860
H18 -1.8188 -0.5574 2.3221
H19 1.9597 1.4271 1.2904
H20 -0.0186 3.2718 1.1420
O2 2.2795 3.8735 -4.1121
C16 3.4521 4.7233 -4.3507
C17 3.3603 5.4025 -5.7197
H21 4.3619 4.0854 -4.3028
H22 3.5465 5.4787 -3.5421
C18 1.9821 4.9823 -6.2786
H23 4.1390 5.0473 -6.3931
H24 3.4547 6.4860 -5.6555
C19 1.3582 4.0795 -5.2032
H25 2.0640 4.4231 -7.2124
H26 1.3412 5.8525 -6.4509
H27 1.0600 3.0760 -5.5611
H28 0.4781 4.6037 -4.7880
O3 -3.0357 1.3398 -1.1006
B1 -2.4575 0.2123 -0.4324
O4 -3.5071 -0.6720 -0.0003
C20 -4.6661 -0.0857 -0.4200
C21 -5.9635 -0.5023 -0.2354
C22 -6.9871 0.2656 -0.8198
C23 -6.7038 1.4427 -1.5126
C24 -5.3788 1.8859 -1.6412
C25 -4.3758 1.1096 -1.0955
H29 -6.1586 -1.4001 0.3481
H30 -8.0201 -0.0771 -0.7414
H31 -7.5135 2.0396 -1.9511
H32 -5.1204 2.8014 -2.1649

Atoms 1-3, force components in eV/Å:
-0.53 -1.49 0.15
0.21 0.63 0.31
-0.42 0.64 0.12

## Properties
Spin multiplicity   4
<S²>   3.786
Molecular weight   505.34 g mol⁻¹
Total charge   +1
Relative energy (zero: lowest compared OMol25 entry of this formula, charge and spin)   8.3 kJ/mol
E_HOMO (spin up / spin down)   -7.8 / -10.5 eV
Kohn-Sham gap (spin up / spin down)   4.209 / 2.376 eV

2.
Computed, not measured: 2 unconnected molecules or ions with the total composition C4H12, with wB97M-V/def2-TZVPD.

Geometry (Å):
C1 -0.8283 1.9706 0.7078
C2 0.4583 2.5020 0.0978
H1 -0.8946 2.2197 1.7687
H2 -1.7627 2.4566 0.4022
H3 -0.9871 0.9009 0.6367
H4 0.4058 3.5824 0.0092
H5 0.6623 2.0169 -0.8542
H6 1.2975 2.3236 0.7723
C3 -0.2230 -1.8181 0.0571
C4 0.6171 -2.6278 -0.9286
H7 -0.1405 -0.7470 -0.0820
H8 -1.2693 -2.1300 0.0436
H9 0.1480 -2.0794 1.0479
H10 1.4899 -2.0849 -1.2768
H11 0.9422 -3.5971 -0.5493
H12 0.0845 -2.8884 -1.8526

Atoms 1-3, force components in eV/Å:
-0.95 0.52 1.00
-0.20 -0.19 0.39
0.47 -0.21 0.26

## Properties
SMILES string   CC.CC
Molecular weight   60.14 g mol⁻¹
Relative energy (zero: lowest compared OMol25 entry of this formula, charge and spin)   26.5 kJ/mol
E_HOMO   -11.6 eV
Kohn-Sham gap   12.705 eV

3.
Computed, not measured: a single C4H6Cl2FN molecule, with wB97M-V/def2-TZVPD.

Geometry (Å):
F1 1.9898 -0.3209 -1.2343
C1 1.3013 0.4286 -0.3136
N1 0.1228 1.0515 -0.7389
C2 -1.0130 0.4269 -0.3399
Cl1 -1.7866 1.3034 1.1086
C3 -0.6931 -0.9176 0.1112
C4 0.7415 -0.5957 0.7191
Cl2 1.7282 -2.0551 0.9805
H1 1.9447 1.1620 0.0174
H2 0.0263 1.8851 -1.2554
H3 -1.8892 0.3474 -0.9228
H4 -0.3771 -1.5362 -0.7891
H5 -1.4795 -1.4094 0.7638
H6 0.6264 -0.1460 1.7757

Atoms 1-3, force components in eV/Å:
0.08 0.08 -1.21
-1.30 -1.73 0.85
0.05 -0.51 -1.21

## Properties
SMILES string   F[C@H]1N[C@H](Cl)C[C@H]1Cl
Molecular weight   158.00 g mol⁻¹
Relative energy (zero: lowest compared OMol25 entry of this formula, charge and spin)   0.0 kJ/mol
E_HOMO   -10.2 eV
Kohn-Sham gap   10.966 eV

4.
Computed, not measured: 3 unconnected molecules or ions with the total composition C4H13O4, with wB97M-V/def2-TZVPD.

Geometry (Å):
C1 1.0456 1.5412 -0.1585
O1 0.1882 0.9821 -1.1051
C2 0.6616 1.2294 1.3161
C3 -0.4988 0.1197 1.5127
C4 0.2050 -1.2537 1.4784
O2 -1.5086 0.0905 0.5678
H1 1.0236 2.6256 -0.3271
H2 2.0612 1.1600 -0.3588
H3 1.5171 0.8330 1.8693
H4 0.4520 2.1206 1.9045
H5 -1.0183 0.2910 2.4660
H6 1.2490 -1.4120 1.8226
H7 0.3492 -1.4161 0.4162
H8 -0.1892 -2.0861 2.0582
H9 -0.6876 0.6307 -0.6021
H10 2.8621 0.5383 -2.3567
H11 1.4750 0.1814 -2.0751
O3 2.2597 -0.1225 -2.6336
H12 -1.7399 -2.4229 -0.4147
H13 -2.4449 -1.1479 -0.4225
O4 -2.6721 -2.1306 -0.5075

Atoms 1-3, force components in eV/Å:
-0.25 0.18 0.68
-0.95 -0.76 -0.27
-0.52 -0.76 0.42

## Properties
Molecular weight   125.14 g mol⁻¹
Total charge   -1
Relative energy (zero: lowest compared OMol25 entry of this formula, charge and spin)   128.0 kJ/mol
E_HOMO   -4.2 eV
Kohn-Sham gap   7.966 eV

5.
Computed, not measured: a single C4H7FN2 molecule, with wB97M-V/def2-TZVPD.

Geometry (Å):
F1 3.3073 0.0086 -0.3665
C1 2.0052 0.3558 -0.0688
C2 1.2672 -0.8351 0.2017
N1 0.0784 -1.1541 -0.0565
N2 -0.7909 -0.2115 -0.6336
C3 -2.2097 -0.3060 -0.2706
C4 -1.3597 0.7769 0.2630
H1 2.0983 0.9431 0.8206
H2 1.5028 0.9350 -0.8593
H3 1.7724 -1.7223 0.6198
H4 -2.8517 -0.0655 -1.1790
H5 -2.5144 -1.1367 0.3970
H6 -1.3028 1.7735 -0.1835
H7 -1.0024 0.6383 1.3155

Atoms 1-3, force components in eV/Å:
0.34 -0.02 -0.64
0.39 1.50 -0.29
-0.55 -2.97 0.38

## Properties
SMILES string   FC/C=N\N1CC1
Molecular weight   102.11 g mol⁻¹
Relative energy (zero: lowest compared OMol25 entry of this formula, charge and spin)   262.0 kJ/mol
E_HOMO   -9.1 eV
Kohn-Sham gap   10.122 eV

6.
Computed, not measured: a gas-phase ion, C12H20N (charge +1), with wB97M-V/def2-TZVPD.

Geometry (Å):
C1 -2.0392 -1.6270 1.1444
C2 -0.9360 -2.3476 1.1583
C3 -0.7089 -3.7929 1.1161
C4 0.3106 -1.4380 1.0608
C5 0.8110 -1.0408 -0.3807
C6 0.2085 0.1552 -1.0764
C7 0.7853 0.1526 -2.4983
C8 0.2761 1.5156 -0.4173
C9 -0.2823 2.6374 -1.3479
C10 1.2709 1.9190 0.6106
C11 0.4911 2.9241 1.3247
C12 0.5055 3.9382 2.1044
N1 -0.1535 1.7253 0.9764
H1 -2.8430 -2.2792 1.2174
H2 -2.0147 -0.5483 1.2600
H3 -0.6534 -4.2670 0.1445
H4 -1.5535 -4.4294 1.5655
H5 0.2263 -3.9634 1.6558
H6 1.1335 -1.9733 1.6721
H7 0.0906 -0.5424 1.5923
H8 1.9630 -0.8914 -0.4510
H9 0.6128 -1.8510 -1.0697
H10 -0.9789 0.0754 -1.0158
H11 0.6621 -0.6201 -3.2455
H12 1.8712 0.0753 -2.4021
H13 0.5588 1.1134 -3.0311
H14 0.4859 2.6380 -2.0807
H15 -0.3701 3.5723 -0.7361
H16 -1.2491 2.3649 -1.6970
H17 2.0924 1.4123 0.9727
H18 -0.3773 4.0810 2.7716
H19 1.3943 4.5663 2.2625
H20 -0.4074 0.9410 1.6384

Atoms 1-3, force components in eV/Å:
0.55 -0.89 0.68
1.89 2.96 -1.47
-1.28 -1.89 1.12

## Properties
SMILES string   C=C(C)CC[C@H](C)[C@]1(C)[C@H]2C(=C)[N@H+]21
Molecular weight   178.30 g mol⁻¹
Total charge   +1
Relative energy (zero: lowest compared OMol25 entry of this formula, charge and spin)   521.3 kJ/mol
E_HOMO   -12.6 eV
Kohn-Sham gap   9.841 eV